[1]
ORCA calculation (ωB97M-V with the def2-TZVPD basis set) on a 8-piece molecular cluster, C16H36N4O20 overall.

Properties
- F_max (hartree/bohr) = 0.085
- lowest unoccupied orbital energy (eV) = -0.158
- Kohn-Sham gap (eV) = 10.6
- DFT total energy (eV) = -64073.976
- relative energy (zero: lowest compared OMol25 entry of this formula, charge and spin) (kcal/mol) = 4.5
- M (Da) = 604.47
- E_HOMO (Ha) = -0.3958

Structure (ORCA input):
```
! RIJCOSX wB97M-V def2-TZVPD def2/J DEFGRID3
* xyz 0 1
C -3.03659 3.88915 -4.53091
N -3.59811 2.71944 -3.88483
O -3.41387 1.59605 -4.33758
O -4.14992 2.81930 -2.81276
H -1.96844 3.76364 -4.53716
H -3.26406 4.75820 -3.93671
H -3.38272 4.03355 -5.54300
C 2.03761 -1.06766 -0.77849
N 3.44865 -1.50920 -0.50186
O 4.36188 -1.03747 -1.13593
O 3.64829 -2.29063 0.42347
H 1.97023 -0.08543 -0.33986
H 1.38320 -1.82255 -0.33762
H 1.87448 -1.03336 -1.87131
C -1.67249 -0.74325 4.13726
N -2.64644 -0.04969 3.30578
O -3.83924 -0.42149 3.48806
O -2.28547 0.76393 2.51703
H -2.15238 -1.06858 5.04943
H -0.86010 -0.10030 4.37757
H -1.23439 -1.57571 3.58640
C -2.40364 -0.83969 -0.38907
N -1.11786 -0.58911 0.23154
O -0.47112 0.36537 -0.05171
O -0.69957 -1.34904 1.13092
H -3.09593 -0.38891 0.30804
H -2.60995 -1.89502 -0.41438
H -2.47283 -0.36467 -1.35269
C 2.58912 -3.22648 -4.09238
O 1.43192 -2.96595 -3.34156
C 0.77027 -4.10076 -3.04837
O 0.97889 -5.25183 -3.40782
O -0.27334 -3.69843 -2.40372
C -1.20634 -4.72857 -2.12211
H 3.39032 -2.53726 -3.83485
H 2.33277 -3.18892 -5.13833
H 3.01058 -4.20314 -3.93038
H -1.72806 -4.33501 -1.21461
H -0.63978 -5.67410 -1.86680
H -1.83956 -4.83631 -3.00848
C -0.56792 8.30174 -0.96348
O -1.18116 7.35930 -0.11315
C -1.59291 6.17903 -0.63365
O -1.64333 5.87266 -1.77758
O -2.00548 5.42931 0.40751
C -2.34826 4.10783 0.15370
H -1.29846 8.80811 -1.62039
H 0.17005 7.98802 -1.66702
H -0.19058 9.03731 -0.25986
H -2.53551 3.62497 1.10720
H -1.58234 3.48625 -0.37499
H -3.24836 4.04834 -0.49855
C 2.18133 0.78595 2.55044
O 2.92588 1.18147 1.35621
C 4.10303 1.75825 1.61983
O 4.50570 2.19135 2.70164
O 4.77216 1.85734 0.44197
C 5.99780 2.46607 0.48741
H 2.30858 -0.28932 2.69309
H 1.11517 0.97607 2.30681
H 2.53027 1.38352 3.41699
H 6.18889 2.81469 -0.50776
H 6.79668 1.80593 0.80303
H 5.99030 3.27826 1.16777
C -2.84591 -4.59844 3.67639
O -1.54817 -4.11923 3.67394
C -0.71621 -4.44259 2.60346
O -1.07563 -4.85243 1.56666
O 0.51356 -4.09093 3.04506
C 1.50886 -4.00337 1.99020
H -3.52774 -3.73640 3.67158
H -2.98416 -5.13949 4.60899
H -3.01599 -5.18007 2.76009
H 1.50671 -5.00395 1.50510
H 2.46063 -3.76664 2.44681
H 1.16644 -3.24905 1.26433
*
```

***

[2]
ORCA calculation (ωB97M-V with the def2-TZVPD basis set) on C16H37AlBFN3O6 as an isolated structure.

Properties
- F_max (hartree/bohr) = 0.018
- lowest unoccupied orbital energy (eV) = 2.214
- Kohn-Sham gap (eV) = 5.9
- DFT total energy (eV) = -43943.059
- M (Da) = 424.28
- E_HOMO (Ha) = -0.1349

Structure (ORCA input):
```
! RIJCOSX wB97M-V def2-TZVPD def2/J DEFGRID3
* xyz -1 1
C 0.48184 1.77952 3.48367
C -0.31815 1.55124 2.18173
B 0.47389 0.81341 1.01120
O 1.64116 0.12041 1.45191
Al -0.07420 0.84178 -1.07476
F 0.85923 -0.42030 -1.85611
C 0.35472 2.71278 -1.80596
C 0.91720 2.80399 -3.21162
O 0.63132 1.58734 -3.97382
C 1.23131 1.47249 -5.16155
O 2.42259 1.63333 -5.34965
C 0.30655 1.08516 -6.28848
C 0.83971 -0.14452 -7.06674
H 0.70517 0.82148 3.96312
H -0.06773 2.39435 4.20022
H 1.45430 2.23432 3.26881
H -0.70682 2.51859 1.84175
H -1.19912 0.94385 2.43322
H 1.47189 -0.82815 1.41918
H -1.63710 0.52341 -1.31572
H -0.58097 3.27865 -1.75259
H 1.08157 3.17222 -1.12862
H 1.99705 2.95335 -3.19749
H 0.45812 3.62702 -3.77253
H 0.27981 1.93387 -6.97834
H -0.70112 0.90657 -5.92004
H 0.01845 -0.80789 -7.33298
H 1.37286 0.17665 -7.96126
H 1.56466 -0.68389 -6.45671
C -1.16209 -2.75191 -2.45153
C -2.65319 -2.93395 -2.28709
O -3.44824 -2.02846 -2.14257
N -3.10941 -4.23229 -2.31713
C -2.34380 -5.44925 -2.47543
H -0.82892 -1.71357 -2.40494
H -0.63169 -3.29180 -1.66376
H -0.85970 -3.16089 -3.41924
H -4.10710 -4.30638 -2.20724
H -2.66574 -5.99816 -3.36501
H -2.46873 -6.10299 -1.60839
H -1.28988 -5.21755 -2.57778
C -1.54658 4.96725 7.35250
C -1.88734 3.58960 6.82826
O -1.19848 3.02550 6.00156
N -3.01153 2.99360 7.31910
C -3.94762 3.50707 8.29613
H -0.63448 5.29454 6.86420
H -2.34355 5.67758 7.12895
H -1.38466 4.94535 8.43109
H -3.18218 2.08120 6.92675
H -3.99660 2.84825 9.16576
H -4.94905 3.58168 7.86722
H -3.64288 4.49339 8.62950
C 4.32546 -4.32173 0.24032
C 2.93963 -3.71995 0.35600
O 2.14740 -4.11183 1.20418
N 2.61993 -2.73968 -0.51185
C 3.42502 -2.15395 -1.56659
H 4.42524 -5.08903 1.00201
H 4.47329 -4.77260 -0.74172
H 5.09173 -3.56208 0.39739
H 1.69040 -2.35972 -0.39653
H 3.54212 -1.08513 -1.39208
H 2.93104 -2.27993 -2.52975
H 4.40399 -2.62320 -1.60214
*
```

***

[3]
ORCA calculation (ωB97M-V with the def2-TZVPD basis set) on C16H37NScSi4 as an isolated structure.

Properties
- F_max (hartree/bohr) = 0.088
- lowest unoccupied orbital energy (spin up / spin down) (eV) = 2.608 / 2.567
- Kohn-Sham gap (spin up / spin down) (eV) = 4.1 / 3.7
- DFT total energy (eV) = -70892.691
- relative energy (zero: lowest compared OMol25 entry of this formula, charge and spin) (kcal/mol) = 23.2
- M (Da) = 400.78
- E_HOMO (spin up / spin down) (Ha) = -0.0535 / -0.0399

Structure (ORCA input):
```
! RIJCOSX wB97M-V def2-TZVPD def2/J DEFGRID3
* xyz -1 1
C 3.41059 -3.07148 -0.55495
C 2.62642 -3.76279 0.42149
C 2.31358 -2.86875 1.46495
C 2.91056 -1.60818 1.16461
C 3.57494 -1.72278 -0.10788
Sc 1.36946 -2.03406 -0.60241
N 0.49237 -0.53391 -1.70591
C 0.30033 -2.48833 -2.33040
C -0.32541 -3.36403 -1.28858
H 1.66037 -3.07160 2.29351
H 2.32887 -4.81954 0.32373
H 2.88600 -0.69310 1.74167
H 4.21115 -0.97834 -0.57599
H 3.89151 -3.49197 -1.44231
H 0.17933 -4.30300 -1.18970
H -0.31895 -2.37248 -3.22237
H 0.79186 -0.13751 -2.60921
H -1.33828 -3.14786 -0.98367
H 1.32287 -2.75215 -2.68642
C -1.50452 -1.86354 2.03561
Si -0.95356 -0.04925 2.05448
C -2.40593 1.08088 2.58266
C 0.39715 0.18119 3.36288
Si -0.17882 0.36882 -0.25543
Si -2.13265 0.80822 -1.38792
C -3.16033 2.26658 -0.79950
C -1.55033 1.07437 -3.16760
C -3.07838 -0.82607 -1.24545
Si 0.98772 2.41909 -0.00930
C -0.06070 3.84694 0.65999
C 2.50407 2.18938 1.09414
C 1.53733 2.76558 -1.78797
H -1.87996 -2.08600 3.03667
H -0.69504 -2.56530 1.82231
H -2.30496 -2.03136 1.31729
H -2.63529 0.85239 3.62640
H -2.14920 2.13844 2.51729
H -3.30112 0.90051 1.98988
H 1.20753 -0.53458 3.23932
H 0.80838 1.18908 3.35789
H -0.06068 0.01031 4.33999
H -2.62678 3.20446 -0.94090
H -4.04850 2.25964 -1.43345
H -3.46038 2.17412 0.24222
H -0.79704 0.35137 -3.46080
H -2.42441 0.92718 -3.78833
H -1.15799 2.07352 -3.30874
H -2.49971 -1.67509 -1.60220
H -3.41529 -1.01555 -0.22735
H -3.95013 -0.70505 -1.88835
H -0.41328 3.65247 1.67296
H 0.59521 4.71955 0.68219
H -0.91544 4.06817 0.02431
H 3.15545 1.40243 0.71283
H 3.05357 3.13392 1.07322
H 2.24770 1.96376 2.12811
H 2.09560 1.92463 -2.20169
H 0.69445 2.98638 -2.44230
H 2.18869 3.64024 -1.73553
*
```

***

[4]
ORCA calculation (ωB97M-V with the def2-TZVPD basis set) on C16H38BrF7InN3O6P as an isolated structure.

Properties
- F_max (hartree/bohr) = 0.044
- lowest unoccupied orbital energy (eV) = 2.451
- Kohn-Sham gap (eV) = 8.7
- DFT total energy (eV) = -137495.076
- M (Da) = 727.18
- E_HOMO (Ha) = -0.2285

Structure (ORCA input):
```
! RIJCOSX wB97M-V def2-TZVPD def2/J DEFGRID3
* xyz -1 1
O -0.33419 -4.81953 3.49444
P -1.16189 -3.70155 3.95662
O -2.68971 -4.04514 3.62146
O -1.01862 -3.61236 5.55406
C -0.78999 -2.14352 3.18522
In -1.93050 -1.79450 1.28546
Br -3.24961 0.45520 1.46092
C -0.56174 -1.61632 -0.51717
F -1.20118 -0.85206 -1.45211
F 0.57422 -0.96308 -0.18873
C -0.13373 -2.91313 -1.24745
F 1.09922 -2.71516 -1.76739
F -0.90351 -3.19705 -2.26638
C 0.02979 -4.14790 -0.34830
F -1.08802 -4.69213 -0.01351
F 0.75617 -3.84977 0.67801
F 0.70061 -5.06500 -1.04319
H -2.62502 -4.55602 2.79989
H -0.24823 -4.16709 5.73726
H 0.27556 -2.02034 3.06482
H -1.10281 -1.36981 3.88640
H -3.08431 -3.10546 1.01995
C -2.53744 4.65251 5.76807
C -1.50642 4.04351 4.82307
C -2.06138 2.90477 3.95251
O -2.21437 1.67462 4.62963
C -3.41361 1.54398 5.36329
N -0.34090 3.61665 5.60536
H -2.74928 4.00544 6.61892
H -2.17011 5.59881 6.16815
H -3.47654 4.85202 5.24747
H -1.18242 4.83698 4.14250
H -1.34111 2.71040 3.15423
H -2.99814 3.19580 3.46156
H -4.24831 2.04934 4.86925
H -3.29570 1.92469 6.38277
H -3.64470 0.48081 5.43154
H 0.38286 3.29786 4.96699
H -0.60851 2.77431 6.10867
C -1.36713 0.30543 -5.92916
C -1.04588 1.79564 -5.96682
C -1.26863 2.50717 -4.62350
O -2.62191 2.77549 -4.31552
C -3.32515 1.68933 -3.73167
N -1.81195 2.42171 -7.05127
H -2.43987 0.11529 -5.92087
H -0.96021 -0.18939 -6.81174
H -0.92956 -0.16904 -5.04873
H 0.01746 1.89211 -6.20738
H -0.78393 3.48693 -4.67840
H -0.78761 1.96241 -3.80149
H -2.68208 1.08934 -3.08317
H -3.77524 1.05854 -4.50242
H -4.13416 2.10061 -3.12903
H -1.52796 3.39408 -7.13554
H -2.77982 2.47667 -6.74366
C 3.55506 -1.00478 -1.79673
C 4.72451 -0.02589 -1.81948
C 5.99782 -0.60733 -2.45394
O 6.71784 -1.49953 -1.62320
C 6.24134 -2.83343 -1.62155
N 4.96639 0.46384 -0.45823
H 3.67407 -1.77357 -1.03406
H 2.62597 -0.48434 -1.57744
H 3.43878 -1.49833 -2.76423
H 4.42235 0.82799 -2.43431
H 6.68511 0.22091 -2.65273
H 5.77949 -1.07627 -3.42263
H 5.85675 -3.12759 -2.60202
H 5.46842 -2.97374 -0.86336
H 7.07892 -3.48395 -1.36730
H 5.68311 1.18449 -0.48799
H 5.40128 -0.29161 0.06533
*
```

***

[5]
ORCA calculation (ωB97M-V with the def2-TZVPD basis set) on a 5-piece molecular cluster, C16H38Cl4O6 overall.

Properties
- F_max (hartree/bohr) = 0.044
- lowest unoccupied orbital energy (spin up / spin down) (eV) = -2.467 / -9.035
- Kohn-Sham gap (spin up / spin down) (eV) = 8.6 / 2.1
- DFT total energy (eV) = -79568.822
- <S²> = 0.755
- relative energy (zero: lowest compared OMol25 entry of this formula, charge and spin) (kcal/mol) = 0.0
- M (Da) = 468.29
- E_HOMO (spin up / spin down) (Ha) = -0.4075 / -0.4075

Structure (ORCA input):
```
! RIJCOSX wB97M-V def2-TZVPD def2/J DEFGRID3
* xyz 1 2
C 2.47312 0.26460 4.73519
O 2.37156 -0.69048 3.62499
C 1.15410 -1.42996 3.56255
C 0.65818 -2.07852 4.86257
O 0.02552 -1.12319 5.75268
C -0.24841 -1.72213 7.01304
H 3.34639 0.87763 4.51226
H 2.60713 -0.38946 5.59679
H 1.61765 0.90594 4.94720
H 1.24812 -2.23897 2.83815
H 0.36876 -0.78783 3.16380
H 1.49405 -2.54412 5.38472
H 0.00000 -2.93343 4.70751
H -0.62100 -1.00979 7.74915
H 0.60203 -2.19952 7.49982
H -1.00073 -2.50944 6.96538
C -0.96427 3.11907 -3.80798
O -0.98650 2.50606 -5.04666
C -1.24496 1.11060 -5.17693
C -0.92708 0.86122 -6.64946
O -1.07815 -0.50995 -6.93325
C -0.75678 -0.82236 -8.28815
H -1.95821 3.05944 -3.36454
H -0.74775 4.17704 -3.95601
H -0.20120 2.72410 -3.13728
H -2.24945 0.86971 -4.82897
H -0.49462 0.56220 -4.60742
H 0.08212 1.19583 -6.88961
H -1.67401 1.37540 -7.25429
H -0.32423 -1.78062 -8.00050
H 0.02319 -0.18619 -8.70652
H -1.62759 -0.90867 -8.93802
C -2.54859 2.48163 -0.06740
O -1.81082 1.20617 0.05085
C -2.32039 0.07107 -0.65516
C -1.57004 -1.20649 -0.37148
O -0.23929 -1.25514 -0.81451
C 0.61422 -0.32119 -0.25313
H -2.10343 3.16417 0.65651
H -3.60965 2.36622 0.15382
H -2.47323 2.93195 -1.05717
H -2.19125 0.28847 -1.71543
H -3.36583 0.02618 -0.34997
H -2.04261 -2.07305 -0.83392
H -1.62154 -1.34833 0.70803
H 0.45273 0.72316 -0.52026
H 1.65972 -0.43058 -0.54132
H 0.56467 -0.39754 0.83306
Cl -0.00504 3.98086 5.59007
C 1.11425 3.90970 4.17552
C 0.60438 3.03691 3.04312
Cl 1.53725 3.14778 1.46037
H 2.11272 3.71137 4.56517
H 1.19963 4.92960 3.80053
H -0.44460 3.22862 2.81730
H 0.40304 1.98602 3.25095
Cl 2.09713 -4.07578 0.75248
C 1.56838 -4.44807 -0.92879
C 1.99986 -3.48851 -2.00658
Cl 3.80017 -3.48591 -2.21830
H 0.49124 -4.60990 -0.88785
H 1.94230 -5.43533 -1.20009
H 1.62668 -2.48007 -1.82799
H 1.59066 -3.87820 -2.93867
*
```

***

[6]
ORCA calculation (ωB97M-V with the def2-TZVPD basis set) on C16H38FN2O6PS as an isolated structure.

Properties
- F_max (hartree/bohr) = 0.058
- lowest unoccupied orbital energy (eV) = 0.411
- Kohn-Sham gap (eV) = 8.6
- DFT total energy (eV) = -55313.924
- M (Da) = 436.53
- E_HOMO (Ha) = -0.2994

Structure (ORCA input):
```
! RIJCOSX wB97M-V def2-TZVPD def2/J DEFGRID3
* xyz 0 1
C 1.86505 2.25254 0.62358
C 0.73701 1.59074 -0.16363
F 0.37008 0.41601 0.46738
C -0.51208 2.46924 -0.43158
O -0.23728 3.87774 -0.21435
S -0.85563 4.36584 1.18279
O 0.15442 4.76390 2.09427
O -1.91992 5.27348 0.93773
O -1.43711 2.93816 1.63029
C -1.76244 2.26094 0.37789
P -2.53401 0.57155 0.44548
O -2.72901 0.31572 2.04035
O -4.00027 0.78267 -0.26136
H 2.35808 1.50421 1.24119
H 1.46688 3.00165 1.29881
H 2.60812 2.67012 -0.04931
H 1.13408 1.32443 -1.14294
H -0.71830 2.40262 -1.49840
H -2.50151 2.93622 -0.08109
H -2.63457 1.11937 2.57238
H -4.49131 -0.01419 -0.02839
C 5.17635 -1.63083 1.47692
C 6.12295 -1.13279 2.55863
N 5.50438 -0.20258 3.48451
C 6.46184 0.49788 4.32216
C 7.29695 -0.32242 5.31333
C 4.30901 -0.68552 4.15424
C 4.41820 -1.97822 4.97456
H 4.71376 -0.79720 0.94648
H 5.72834 -2.22942 0.75137
H 4.38560 -2.26272 1.88316
H 6.95279 -0.61436 2.07131
H 6.55946 -2.00387 3.07295
H 5.93067 1.28192 4.86836
H 7.14957 1.02709 3.65490
H 6.71023 -0.64999 6.17030
H 8.11150 0.29307 5.70026
H 7.74555 -1.19909 4.84531
H 3.53036 -0.83075 3.40043
H 3.92353 0.11221 4.79353
H 4.95644 -2.76083 4.43842
H 3.41777 -2.35989 5.18791
H 4.90943 -1.81850 5.93291
C -2.68847 -0.19202 -3.93606
C -3.57171 -1.28461 -4.51483
N -4.70313 -1.62252 -3.66186
C -5.37320 -2.84656 -4.06436
C -6.06595 -2.88030 -5.43241
C -5.57393 -0.51063 -3.29696
C -6.20539 0.30012 -4.43697
H -2.35721 -0.45297 -2.92886
H -1.80480 -0.04783 -4.55954
H -3.21304 0.76410 -3.89204
H -2.96535 -2.18478 -4.64273
H -3.89247 -0.97979 -5.52366
H -6.10068 -3.10973 -3.29158
H -4.62663 -3.64666 -4.04139
H -6.99444 -2.31116 -5.43541
H -6.32208 -3.91091 -5.68587
H -5.42400 -2.49976 -6.22725
H -5.00968 0.18189 -2.66780
H -6.36572 -0.89074 -2.64588
H -5.47897 0.55609 -5.20911
H -6.60261 1.23707 -4.04125
H -7.03548 -0.22440 -4.90724
*
```